A molecular structure, C32H52BrIN14OP at a distorted geometry, computed with ωB97M-V/def2-TZVPD.

Molecular weight in g/mol: 886.65
Net charge: +1
Total energy in eV: -144338.903
Gap between HOMO and LUMO in eV: 5.55

Positions of all 102 atoms, in Å:
1 C 0.44623 4.62911 0.32134
2 C 1.96039 4.76126 -0.37604
3 O 1.95532 5.36381 -1.59735
4 N 3.23920 4.25255 0.25020
5 C 4.47211 4.96981 -0.25267
6 C 3.36819 2.74703 0.19673
7 C 2.66892 1.89354 -1.01525
8 C 3.07365 2.38016 -2.53125
9 C 1.67917 2.22455 -3.44074
10 I 2.03461 2.18833 -5.59915
11 C 2.52894 2.24104 1.55015
12 C 3.17348 0.81703 2.04400
13 Br 2.27607 -0.88916 1.37697
14 P 2.85896 0.65829 3.93630
15 N 1.58904 -0.38331 4.10535
16 C 4.70730 1.10374 1.50826
17 N 4.72172 2.10338 0.53109
18 H -0.16482 5.63804 0.25653
19 H 0.60905 4.27194 1.42653
20 H -0.08295 3.75359 -0.28517
21 H 5.19464 5.09424 0.68917
22 H 4.27343 6.07512 -0.63023
23 H 5.09594 4.32643 -1.03103
24 H 3.06989 0.77477 -0.91314
25 H 1.48618 1.79981 -0.91632
26 H 3.87319 1.70847 -3.05921
27 H 3.49459 3.48193 -2.54595
28 H 0.85387 3.02392 -3.12358
29 H 1.22370 1.17505 -3.09965
30 H 1.38636 2.12731 1.31468
31 H 2.57927 3.14514 2.32491
32 H 2.42242 1.90926 4.51889
33 H 4.05576 0.13738 4.55382
34 H 1.89095 -1.22308 4.66741
35 H 5.58690 0.48202 1.96506
36 H 5.67344 2.29077 0.14208
37 C -1.36147 -1.64791 5.35002
38 C -1.41842 -2.26559 6.73770
39 N -1.46558 -2.77783 7.88892
40 H -2.21093 -0.97444 5.20650
41 H -0.43384 -1.08117 5.23195
42 H -1.39782 -2.43374 4.59043
43 C 3.63663 -2.80183 7.86065
44 C 3.00059 -1.48156 7.45721
45 N 2.47282 -0.38641 7.12248
46 H 3.27054 -3.10671 8.84491
47 H 3.38344 -3.57599 7.13111
48 H 4.72404 -2.69425 7.90286
49 C -2.12172 0.94616 1.69428
50 C -0.98793 1.73872 2.32420
51 N -0.04728 2.39611 2.84665
52 H -2.37788 1.37176 0.72012
53 H -1.81821 -0.09558 1.55903
54 H -3.00346 0.97920 2.34024
55 C -1.05018 4.61935 -7.27637
56 C -1.56875 3.64689 -6.22955
57 N -1.99885 2.84006 -5.36123
58 H -0.05082 4.96670 -7.00005
59 H -0.99882 4.12583 -8.25077
60 H -1.71938 5.48120 -7.34853
61 C -5.28474 4.56721 -7.29455
62 C -4.90288 5.96583 -7.75114
63 N -4.58611 7.12611 -8.12973
64 H -4.40695 4.05340 -6.89301
65 H -6.05046 4.62519 -6.51612
66 H -5.67777 3.99382 -8.13869
67 C -9.14590 3.83858 -9.22063
68 C -8.71766 3.83549 -7.76220
69 N -8.36256 3.83286 -6.55232
70 H -8.99551 2.84661 -9.65551
71 H -10.20366 4.10466 -9.29806
72 H -8.55353 4.56679 -9.78155
73 C -8.18159 3.50343 -13.66124
74 C -8.70017 2.53097 -12.61442
75 N -9.13026 1.72414 -11.74610
76 H -7.18223 3.85078 -13.38492
77 H -8.13024 3.00991 -14.63564
78 H -8.85079 4.36528 -13.73340
79 C 2.65053 -6.84741 6.39962
80 C 3.78432 -6.05485 7.02954
81 N 4.72497 -5.39746 7.55200
82 H 2.39437 -6.42181 5.42546
83 H 2.95404 -7.88915 6.26437
84 H 1.76879 -6.81437 7.04559
85 C -0.43521 -6.52761 3.87641
86 C -0.49215 -7.14528 5.26409
87 N -0.53932 -7.65753 6.41531
88 H -1.28467 -5.85413 3.73290
89 H 0.49242 -5.96086 3.75834
90 H -0.47156 -7.31343 3.11682
91 C 5.61149 -8.34009 8.88742
92 C 5.51766 -9.85389 8.78726
93 N 5.43987 -11.10968 8.70434
94 H 4.71397 -7.94190 9.36870
95 H 6.48715 -8.05913 9.47896
96 H 5.70234 -7.90531 7.88815
97 C -1.43073 -6.34714 -0.64751
98 C -1.00249 -6.35023 0.81093
99 N -0.64739 -6.35286 2.02081
100 H -1.28034 -7.33912 -1.08238
101 H -2.48849 -6.08106 -0.72494
102 H -0.83836 -5.61894 -1.20842